(1)
Density functional theory data (wB97M-V/def2-TZVPD) for a single C3H2F2OS molecule in a non-equilibrium geometry.

Atoms and positions in Å:
S1 -2.5197 -0.5235 -0.0670
F1 2.4186 -1.0295 0.0695
F2 1.6806 1.0530 -0.1660
O1 -0.7452 1.3701 0.1444
C1 -1.0054 0.0643 0.0228
C2 0.1761 -0.7567 0.0140
C3 1.4048 -0.2018 -0.0642
H1 0.1719 -1.8395 -0.0002
H2 -1.5816 1.8635 0.0468

The value obtained for the molar mass is 124.1 g/mol. The SMILES is OC(=S)C=C(F)F. The gap between HOMO and LUMO is 0.3248 Ha. For the energy above the lowest of the compared OMol25 structures with the same formula, charge and spin, the calculation gives 20.0 kJ/mol. The value obtained for the LUMO energy is -0.008 Eh.

(2)
Density functional theory data (wB97M-V/def2-TZVPD) for 2 unconnected molecules or ions with the total composition C3H2F3N3 in a non-equilibrium geometry.

Atoms and positions in Å:
F1 1.1794 1.3709 3.0374
F2 -0.9883 3.6960 1.5441
F3 3.1837 2.1325 3.0013
N1 1.7011 2.8571 1.4669
N2 -0.7679 1.5934 0.7619
N3 -0.2692 -0.7222 0.7514
C1 -0.0622 0.4894 0.3224
C2 -0.4047 2.6326 1.2551
C3 2.0273 2.1198 2.3875
H1 0.4538 -1.3700 0.4678
H2 0.6650 0.8212 -0.4202

The value obtained for the molar mass is 137.1 g/mol. The gap between HOMO and LUMO (alpha / beta) is 0.3445 / 0.3444 Ha. For the energy above the lowest of the compared OMol25 structures with the same formula, charge and spin, the calculation gives 294.8 kJ/mol. The value obtained for the LUMO energy (alpha / beta) is -0.024 / -0.024 Eh.

(3)
Density functional theory data (wB97M-V/def2-TZVPD) for a single C3H2F4 molecule in a non-equilibrium geometry.

Atoms and positions in Å:
F1 0.5084 -1.7382 0.4847
F2 -2.1852 1.3367 -0.3948
F3 -1.9708 -0.6320 0.3109
F4 1.6689 -0.7739 -1.0749
C1 1.0425 -0.5079 0.0873
C2 0.0136 0.5773 -0.0679
C3 -1.3037 0.4258 -0.0029
H1 0.5945 1.4506 -0.3012
H2 1.6318 -0.1383 0.9587

The value obtained for the molar mass is 114.0 g/mol. The SMILES is FC(F)=CC(F)F. The gap between HOMO and LUMO is 0.4146 Ha. For the energy above the lowest of the compared OMol25 structures with the same formula, charge and spin, the calculation gives 80.4 kJ/mol. The value obtained for the LUMO energy is 0.030 Eh.

(4)
Density functional theory data (wB97M-V/def2-TZVPD) for 2 unconnected molecules or ions with the total composition C3H2F5I in a non-equilibrium geometry.

Atoms and positions in Å:
I1 2.1746 -1.6493 -0.8743
F1 1.4168 1.1569 -0.1596
F2 -1.4741 0.9919 -0.1138
F3 -0.9952 -0.4469 2.2708
F4 -2.6763 -1.0792 1.1120
F5 -0.7161 -2.1622 1.1811
C1 1.3068 -0.0786 0.2260
C2 -0.9274 -0.2492 -0.0791
C3 -1.3554 -0.9683 1.1266
H1 -0.5307 -0.7121 -1.0397
H2 1.6559 -0.2873 1.2701

The value obtained for the molar mass is 259.9 g/mol. The gap between HOMO and LUMO (alpha / beta) is 0.3331 / 0.3331 Ha. For the energy above the lowest of the compared OMol25 structures with the same formula, charge and spin, the calculation gives 0.0 kJ/mol. The value obtained for the LUMO energy (alpha / beta) is -0.009 / -0.009 Eh.